(1)
Formula: C6H12BCl2O2PTb
Source: the Open Molecules 2025 dataset
Level of theory: ωB97M-V with the def2-TZVPD basis set

Calculated values
2S+1: 7
LUMO energy (alpha / beta) (eV): -12.795 / -13.810
HOMO-LUMO gap (alpha / beta) (Eh): 0.249 / 0.212
Relative energy (zero: lowest compared OMol25 entry of this formula, charge and spin) (eV): 0.0000
Charge: +3

```
25
Properties=species:S:1:pos:R:3:lowdin_spin:R:1
C 3.22 -0.97 0.85 0.001
C 2.16 -1.80 0.15 0.002
C 1.19 -0.95 -0.65 0.004
O 0.83 0.27 0.12 0.014
B -0.26 0.92 -0.14 0.026
P 0.07 2.91 -0.17 -0.078
O 1.32 3.23 -0.87 -0.026
C -1.73 0.32 -0.39 0.340
Cl -2.65 1.08 -1.54 0.220
C -2.31 -0.79 0.27 0.164
C -3.63 -1.33 -0.03 0.018
Cl -1.45 -1.54 1.44 0.166
H 2.80 -0.38 1.66 0.000
H 3.98 -1.60 1.29 0.000
H 3.68 -0.29 0.15 0.000
H 2.60 -2.54 -0.50 0.000
H 1.57 -2.31 0.91 0.001
H 1.64 -0.65 -1.59 0.001
H 0.31 -1.54 -0.87 0.003
H 0.20 3.35 1.21 -0.011
H -1.05 3.64 -0.76 -0.058
H -4.36 -0.57 -0.26 0.003
H -3.99 -1.92 0.80 0.003
H -3.54 -2.03 -0.87 0.010
Tb -0.57 5.48 -0.21 5.197
```


(2)
Formula: C6H12BF6NO9S2Zr
Source: the Open Molecules 2025 dataset
Level of theory: ωB97M-V with the def2-TZVPD basis set

Calculated values
2S+1: 2
LUMO energy (alpha / beta) (eV): -4.447 / -10.132
HOMO-LUMO gap (alpha / beta) (Eh): 0.354 / 0.140
Charge: +1

```
38
Properties=species:S:1:pos:R:3:lowdin_spin:R:1
Zr 0.22 0.15 0.81 -0.008
C 1.41 -1.72 -2.97 0.023
F 1.37 -1.48 -4.31 0.009
F 1.91 -2.95 -2.75 0.009
F 2.18 -0.81 -2.38 0.005
S -0.45 -1.54 -2.25 0.004
O -1.31 -1.53 -3.43 0.046
O -0.62 -2.71 -1.40 0.044
N -0.40 -0.04 -1.17 0.081
S -0.91 1.05 -2.29 -0.013
O -0.57 2.29 -1.63 0.406
O -0.40 0.90 -3.66 0.226
C -2.84 0.74 -2.29 0.016
F -3.10 0.26 -3.43 0.005
F -3.20 -0.12 -1.36 0.003
F -3.43 1.90 -2.11 0.008
C -2.35 2.83 2.80 0.001
C -1.66 1.60 2.19 0.001
O -0.68 1.02 2.71 0.022
O -1.73 1.26 1.01 0.033
H -3.39 2.56 3.01 0.000
H -2.40 3.66 2.09 0.000
H -1.76 3.21 3.63 0.000
C 3.39 -2.50 1.99 0.000
C 2.32 -1.51 1.50 0.001
O 1.96 -1.37 0.29 0.008
O 1.64 -0.74 2.23 0.004
H 2.88 -3.21 2.65 0.000
H 4.21 -2.08 2.57 0.000
H 3.81 -2.94 1.09 0.000
B 1.51 1.97 0.55 0.033
H 1.76 1.13 -0.07 0.001
H 1.55 1.61 1.57 0.012
H 2.15 2.81 0.33 0.001
H 0.45 2.13 0.39 0.017
O -0.95 -1.63 1.27 0.001
H -1.90 -1.69 1.26 0.000
H -0.65 -2.48 1.58 0.000
```


(3)
Formula: C6H12BN
Source: the Open Molecules 2025 dataset
Level of theory: ωB97M-V with the def2-TZVPD basis set

Calculated values
LUMO energy (eV): 0.784
HOMO-LUMO gap (Eh): 0.356
Relative energy (zero: lowest compared OMol25 entry of this formula, charge and spin) (eV): 2.5037
Charge: 0

```
20
Properties=species:S:1:pos:R:3:nbo_charge:R:1
B 0.13 -0.33 0.28 0.834
C 1.12 -1.55 0.25 -0.592
C 2.29 -1.04 -0.17 -0.069
C 1.44 1.23 0.27 -0.629
C 2.60 0.38 -0.27 -0.488
C -1.83 1.08 -0.03 -0.397
C -2.25 -1.20 -0.07 -0.400
N -1.16 -0.16 -0.10 -0.702
H 0.96 -2.62 -0.05 0.227
H 3.03 -1.79 -0.38 0.189
H 1.18 2.17 -0.28 0.206
H 1.69 1.50 1.27 0.201
H 3.62 0.53 0.14 0.207
H 2.73 0.75 -1.27 0.227
H -2.63 1.02 -0.83 0.185
H -2.21 1.42 0.97 0.189
H -1.17 1.90 -0.34 0.215
H -3.04 -1.00 -0.75 0.197
H -1.80 -2.19 -0.31 0.210
H -2.71 -1.26 0.96 0.191
```


(4)
Formula: C6H12BNO4
Source: the Open Molecules 2025 dataset
Level of theory: ωB97M-V with the def2-TZVPD basis set

Calculated values
2S+1: 3
LUMO energy (alpha / beta) (eV): 0.455 / -3.589
HOMO-LUMO gap (alpha / beta) (Eh): 0.195 / 0.235
Charge: 0

```
24
Properties=species:S:1:pos:R:3:lowdin_spin:R:1
B -1.64 -1.91 0.66 0.058
C 1.36 0.29 -1.75 0.102
C 0.93 1.45 1.69 0.004
C -0.53 1.26 1.26 0.050
C 1.68 1.52 0.36 0.026
C -0.39 0.48 -0.03 0.458
C 0.45 -0.62 -2.53 0.004
N 0.85 0.72 -0.54 0.287
O 2.45 0.65 -2.11 0.221
O -2.86 -1.32 0.49 0.003
O -1.59 -3.23 1.07 0.056
O -0.47 -1.29 0.46 0.631
H 1.06 2.35 2.29 0.000
H 1.26 0.59 2.26 0.000
H -1.13 0.72 1.98 0.009
H -1.01 2.21 1.04 0.020
H 1.73 2.54 -0.02 0.012
H 2.69 1.11 0.40 0.006
H -1.24 0.44 -0.70 0.047
H 0.10 -1.42 -1.88 0.000
H 0.99 -1.02 -3.38 0.000
H -0.42 -0.07 -2.89 0.005
H -3.57 -1.94 0.67 0.000
H -0.69 -3.54 1.18 0.001
```


(5)
Formula: C6H12BeFO6
Source: the Open Molecules 2025 dataset
Level of theory: ωB97M-V with the def2-TZVPD basis set

Calculated values
LUMO energy (eV): -9.422
HOMO-LUMO gap (Eh): 0.133
Charge: +1

```
26
Properties=species:S:1:pos:R:3:nbo_charge:R:1
Be -12.25 11.82 -29.43 1.648
F -10.56 11.62 -30.80 -0.700
C -4.18 11.94 -28.23 -0.269
O -4.61 12.11 -29.57 -0.485
C -5.78 11.59 -29.93 0.998
O -6.52 10.99 -29.17 -0.681
O -6.06 12.02 -31.13 -0.483
C -7.32 11.78 -31.71 -0.266
H -4.99 12.09 -27.52 0.194
H -3.54 12.77 -27.92 0.202
H -3.61 11.04 -27.99 0.196
H -7.13 11.00 -32.46 0.190
H -7.72 12.59 -32.31 0.203
H -8.03 11.46 -30.95 0.199
C -8.89 8.80 -29.35 -0.276
O -9.73 8.10 -28.39 -0.447
C -10.69 8.80 -27.85 1.040
O -11.16 9.81 -28.36 -0.795
O -10.99 8.31 -26.66 -0.451
C -11.89 9.01 -25.83 -0.268
H -9.47 9.09 -30.22 0.194
H -8.10 8.16 -29.73 0.226
H -8.51 9.72 -28.92 0.225
H -11.53 10.00 -25.57 0.192
H -12.07 8.50 -24.89 0.229
H -12.87 9.02 -26.32 0.183
```


(6)
Formula: C6H12Br6
Source: the Open Molecules 2025 dataset
Level of theory: ωB97M-V with the def2-TZVPD basis set

Calculated values
LUMO energy (eV): 0.270
HOMO-LUMO gap (Eh): 0.318
Relative energy (zero: lowest compared OMol25 entry of this formula, charge and spin) (eV): 8.8691
Charge: 0

```
24
Properties=species:S:1:pos:R:3:nbo_charge:R:1
Br 1.26 -0.55 -0.36 -0.006
C 0.18 0.68 0.68 -0.410
C -0.12 2.04 -0.12 -0.433
Br -1.30 3.34 0.90 -0.031
H 0.79 0.81 1.58 0.214
H -0.69 0.10 1.00 0.071
H -0.48 1.84 -1.12 0.206
H 0.81 2.58 -0.27 0.214
Br 0.45 3.31 -2.07 0.013
C 0.97 1.93 -3.42 -0.438
C 1.46 0.65 -2.79 -0.441
Br 1.54 -0.86 -4.09 -0.028
H 1.70 2.42 -4.06 0.228
H 0.18 1.62 -4.10 0.228
H 0.78 0.34 -1.99 0.215
H 2.45 0.79 -2.34 0.219
Br -1.52 -0.96 1.20 0.174
C -1.00 -2.59 2.14 -0.463
C -1.50 -2.60 3.53 -0.448
Br -0.96 -4.21 4.52 -0.011
H 0.06 -2.81 2.07 0.231
H -1.37 -3.46 1.58 0.233
H -2.57 -2.59 3.32 0.228
H -1.13 -1.83 4.22 0.235
```


(7)
Formula: C6H12Br6
Source: the Open Molecules 2025 dataset
Level of theory: ωB97M-V with the def2-TZVPD basis set

Calculated values
2S+1: 2
LUMO energy (alpha / beta) (eV): -3.629 / -10.057
HOMO-LUMO gap (alpha / beta) (Eh): 0.340 / 0.102
Relative energy (zero: lowest compared OMol25 entry of this formula, charge and spin) (eV): 0.3796
Charge: +1

```
24
Properties=species:S:1:pos:R:3:lowdin_spin:R:1
Br 2.48 -11.83 2.53 0.063
C 3.86 -11.85 4.03 0.002
C 4.29 -13.29 4.44 0.000
Br 5.63 -13.04 5.84 0.002
H 3.38 -11.43 4.92 0.000
H 4.71 -11.19 3.87 0.001
H 4.67 -13.94 3.65 0.000
H 3.45 -13.74 4.97 0.000
Br 5.08 -8.50 1.93 0.544
C 3.48 -8.10 3.05 0.039
C 2.46 -7.19 2.32 0.006
Br 0.70 -7.28 3.26 -0.001
H 3.87 -7.66 3.97 0.008
H 2.96 -9.00 3.39 0.016
H 2.33 -7.50 1.28 0.001
H 2.73 -6.13 2.27 0.003
Br 5.00 -4.22 2.52 0.267
C 6.93 -3.83 2.30 0.010
C 6.99 -2.36 1.98 0.010
Br 8.83 -1.76 2.39 0.023
H 7.36 -4.55 1.61 0.002
H 7.28 -3.98 3.32 0.000
H 6.29 -1.82 2.62 0.003
H 6.79 -2.09 0.94 0.000
```


(8)
Formula: C6H12BrO4P
Source: the Open Molecules 2025 dataset
Level of theory: ωB97M-V with the def2-TZVPD basis set

Calculated values
LUMO energy (eV): 0.707
HOMO-LUMO gap (Eh): 0.316
Relative energy (zero: lowest compared OMol25 entry of this formula, charge and spin) (eV): 3.0779
Charge: 0

```
24
Properties=species:S:1:pos:R:3:nbo_charge:R:1
C -0.03 0.55 1.21 0.073
C -1.21 1.12 1.05 -0.405
C 1.33 0.63 1.75 -0.731
C 0.03 -1.95 1.07 -0.246
C 1.09 0.90 -2.27 -0.267
C -3.13 0.27 -0.76 -0.268
O 0.12 -1.82 -1.88 -1.080
O 0.03 -0.76 0.37 -0.622
O -0.18 0.65 -1.92 -0.783
O -2.18 -0.81 -1.05 -0.818
P -0.63 -0.74 -1.27 2.600
Br -1.36 2.61 2.27 -0.040
H 1.23 0.51 2.81 0.235
H 1.51 1.79 1.66 0.249
H 2.17 0.04 1.33 0.242
H -0.02 -2.70 0.33 0.228
H -0.78 -2.12 1.72 0.197
H 0.91 -1.84 1.73 0.202
H 0.95 1.57 -3.17 0.198
H 1.72 0.02 -2.63 0.207
H 1.71 1.50 -1.49 0.186
H -2.85 0.83 0.14 0.271
H -4.11 -0.28 -0.62 0.186
H -3.30 0.84 -1.63 0.184
```


(9)
Formula: C6H12Cl
Source: the Open Molecules 2025 dataset
Level of theory: ωB97M-V with the def2-TZVPD basis set

Calculated values
2S+1: 2
LUMO energy (alpha / beta) (eV): 0.715 / 0.375
HOMO-LUMO gap (alpha / beta) (Eh): 0.294 / 0.422
Relative energy (zero: lowest compared OMol25 entry of this formula, charge and spin) (eV): 0.3941
Charge: 0

```
19
Properties=species:S:1:pos:R:3:lowdin_spin:R:1
Cl 3.09 1.53 3.52 0.001
H 2.97 0.58 2.70 0.000
C -0.21 -0.74 -0.93 0.584
C -0.08 0.68 -1.27 0.094
C -1.01 1.46 -0.26 0.004
C -1.57 0.41 0.74 0.004
C -0.95 -0.98 0.30 0.094
C 1.01 -1.57 -1.12 0.075
H 0.99 0.97 -1.10 0.027
H -0.27 0.92 -2.33 0.025
H -0.37 2.19 0.26 0.001
H -1.82 1.96 -0.81 0.000
H -1.22 0.62 1.75 0.001
H -2.65 0.37 0.69 0.000
H -1.71 -1.80 0.22 0.025
H -0.20 -1.31 1.08 0.026
H 0.93 -2.27 -1.95 0.020
H 1.87 -0.90 -1.30 0.011
H 1.20 -2.14 -0.19 0.009
```